# 1
{"formula": "C26H22NO3", "method": "ωB97M-V/def2-TZVPD", "spin_multiplicity": 1, "orbital_gap_ev": 7.2451, "energy_ev": -34943.527, "charge": 1, "elements": ["C", "O", "C", "C", "C", "C", "C", "O", "C", "C", "C", "C", "C", "C", "C", "C", "C", "C", "H", "H", "H", "H", "H", "H", "H", "H", "H", "H", "H", "H", "H", "C", "O", "C", "C", "C", "C", "C", "C", "N", "C", "C", "C", "H", "H", "H", "H", "H", "H", "H", "H", "H"], "positions_angstrom": [[-1.372, -4.885, 6.331], [-1.734, -3.569, 5.813], [-1.481, -3.301, 4.506], [-1.772, -1.989, 4.072], [-1.386, -1.581, 2.820], [-0.684, -2.438, 1.939], [-0.223, -1.930, 0.660], [0.348, -2.928, -0.076], [0.585, -2.746, -1.429], [0.355, -1.486, -2.021], [0.610, -1.433, -3.408], [0.851, -2.601, -4.136], [0.917, -3.860, -3.523], [0.799, -3.940, -2.136], [-0.207, -0.377, -1.250], [-0.266, -0.642, 0.163], [-0.526, -3.791, 2.344], [-0.898, -4.227, 3.596], [-1.661, -4.836, 7.385], [-1.934, -5.688, 5.818], [-0.288, -5.082, 6.240], [-2.278, -1.328, 4.762], [-1.646, -0.596, 2.451], [0.582, -0.459, -3.907], [0.985, -2.571, -5.213], [1.056, -4.787, -4.079], [0.794, -4.889, -1.587], [-0.975, 0.260, -1.809], [-0.397, 0.162, 0.884], [-0.127, -4.556, 1.671], [-0.737, -5.262, 3.900], [-0.190, 7.649, -1.918], [-1.095, 6.537, -1.670], [-0.576, 5.290, -1.529], [0.799, 4.989, -1.522], [1.226, 3.641, -1.385], [0.257, 2.582, -1.276], [-1.115, 2.935, -1.272], [-1.531, 4.251, -1.379], [0.666, 1.275, -1.165], [1.967, 0.985, -1.200], [2.968, 1.965, -1.260], [2.587, 3.284, -1.342], [-0.847, 8.514, -2.035], [0.497, 7.836, -1.076], [0.399, 7.521, -2.842], [1.556, 5.790, -1.597], [-1.860, 2.149, -1.167], [-2.579, 4.519, -1.355], [2.244, -0.067, -1.173], [4.008, 1.632, -1.239], [3.331, 4.081, -1.377]], "lowdin_charge": [-0.043, -0.074, -0.247, 0.013, -0.014, -0.142, -0.158, 0.057, -0.146, -0.146, -0.006, -0.060, -0.043, 0.026, -0.063, 0.005, 0.002, -0.001, 0.096, 0.099, 0.101, 0.125, 0.111, 0.127, 0.111, 0.119, 0.136, 0.151, 0.122, 0.124, 0.111, -0.044, -0.073, -0.254, 0.052, -0.135, -0.149, 0.012, 0.040, 0.067, -0.059, -0.015, 0.013, 0.097, 0.099, 0.101, 0.124, 0.115, 0.130, 0.134, 0.122, 0.131]}



# 2
{"formula": "C26H23BBr2N5O3STc", "method": "ωB97M-V/def2-TZVPD", "e_above_lowest_kcal_mol": 11.9, "spin_multiplicity": 4, "orbital_gap_ev": [6.4883, 6.3520], "energy_ev": -194721.721, "charge": 1, "elements": ["Tc", "C", "C", "N", "C", "S", "N", "N", "C", "C", "C", "C", "C", "C", "C", "N", "H", "H", "H", "H", "H", "H", "H", "H", "H", "H", "H", "H", "H", "C", "C", "C", "C", "C", "C", "Br", "C", "C", "Br", "C", "O", "C", "N", "H", "H", "H", "H", "H", "H", "O", "B", "O", "C", "C", "C", "C", "C", "C", "H", "H", "H", "H"], "positions_angstrom": [[-0.102, 0.343, 0.063], [2.322, -4.763, 2.003], [2.496, -3.452, 2.758], [2.966, -2.342, 1.925], [2.225, -1.475, 1.227], [0.419, -1.774, 1.260], [2.758, -0.509, 0.571], [1.888, 0.343, -0.097], [2.447, 1.233, -0.903], [3.910, 1.320, -1.177], [1.500, 2.159, -1.492], [1.848, 3.138, -2.420], [0.882, 4.001, -2.891], [-0.425, 3.881, -2.424], [-0.721, 2.879, -1.529], [0.213, 2.026, -1.077], [2.219, -5.586, 2.711], [3.186, -4.962, 1.367], [1.430, -4.752, 1.373], [3.233, -3.570, 3.550], [1.565, -3.155, 3.238], [3.961, -2.192, 1.852], [4.455, 0.626, -0.549], [4.273, 2.333, -0.991], [4.116, 1.083, -2.224], [2.875, 3.209, -2.754], [1.136, 4.765, -3.615], [-1.205, 4.554, -2.751], [-1.722, 2.738, -1.142], [-0.159, -1.013, -3.087], [-1.553, -0.745, -2.599], [-2.676, -0.959, -3.426], [-3.931, -0.674, -2.973], [-4.107, -0.141, -1.676], [-5.340, 0.223, -1.082], [-6.958, -0.030, -2.022], [-5.372, 0.765, 0.168], [-4.185, 0.980, 0.899], [-4.268, 1.748, 2.610], [-2.963, 0.640, 0.383], [-1.799, 0.829, 0.996], [-2.944, 0.055, -0.915], [-1.698, -0.273, -1.379], [-0.161, -1.685, -3.944], [0.455, -1.453, -2.300], [0.318, -0.077, -3.392], [-2.526, -1.353, -4.423], [-4.794, -0.839, -3.604], [-6.318, 1.044, 0.609], [1.452, -3.282, -0.917], [0.347, -2.907, -0.187], [-0.826, -3.437, -0.654], [-0.443, -4.175, -1.767], [-1.236, -4.903, -2.619], [-0.578, -5.550, -3.664], [0.802, -5.460, -3.825], [1.592, -4.716, -2.948], [0.926, -4.085, -1.926], [-2.308, -4.968, -2.483], [-1.155, -6.143, -4.361], [1.274, -5.982, -4.646], [2.665, -4.636, -3.060]], "mulliken_spin": [2.603, -0.004, 0.005, -0.017, -0.030, -0.032, 0.042, -0.247, 0.254, -0.006, 0.083, 0.037, 0.012, 0.033, 0.047, 0.062, 0.000, 0.000, 0.001, 0.000, -0.003, 0.001, 0.002, 0.010, 0.015, 0.007, 0.001, 0.002, -0.003, 0.073, -0.055, -0.002, 0.002, -0.008, 0.022, 0.002, -0.011, 0.021, 0.003, 0.004, 0.045, 0.051, -0.026, 0.006, -0.047, -0.001, 0.002, 0.000, 0.000, 0.007, 0.033, 0.001, 0.003, -0.001, 0.000, 0.000, 0.000, -0.001, 0.000, 0.000, 0.000, 0.000]}



# 3
{"formula": "C26H23IrN9O2", "method": "ωB97M-V/def2-TZVPD", "e_above_lowest_kcal_mol": 0.0, "spin_multiplicity": 6, "orbital_gap_ev": [5.9223, 3.8405], "energy_ev": -47631.668, "charge": 4, "elements": ["Ir", "O", "C", "C", "C", "C", "C", "C", "N", "H", "H", "H", "H", "H", "H", "H", "C", "N", "C", "N", "C", "N", "C", "C", "C", "C", "C", "C", "C", "N", "N", "C", "O", "C", "C", "C", "C", "C", "C", "N", "C", "N", "C", "N", "C", "H", "H", "H", "H", "H", "H", "H", "H", "H", "H", "H", "H", "H", "H", "H", "H"], "positions_angstrom": [[-0.927, -1.282, -1.991], [-1.541, -3.481, -1.470], [-1.395, -4.438, -2.586], [-0.470, -3.752, -3.497], [0.030, -4.371, -4.630], [1.004, -3.811, -5.426], [1.532, -2.584, -4.922], [0.993, -1.954, -3.836], [-0.039, -2.521, -3.121], [-2.378, -3.629, -0.963], [-2.377, -4.720, -3.075], [-0.995, -5.390, -2.244], [-0.447, -5.347, -4.850], [1.267, -4.253, -6.396], [2.295, -2.078, -5.516], [1.347, -0.962, -3.430], [1.135, 3.871, -2.106], [0.220, 2.733, -2.314], [0.506, 1.447, -2.301], [-0.563, 0.740, -2.563], [-1.528, 1.694, -2.961], [-1.042, 2.898, -2.870], [1.918, 3.872, -0.809], [3.087, 4.632, -0.845], [3.971, 4.629, 0.204], [3.687, 3.958, 1.363], [2.424, 3.321, 1.519], [1.556, 3.284, 0.392], [2.090, 2.507, 2.674], [2.807, 2.351, 3.740], [2.102, 1.498, 4.572], [0.968, 1.190, 4.009], [0.865, 1.773, 2.758], [0.017, 0.246, 4.494], [0.142, -0.402, 5.709], [-0.521, -1.595, 5.936], [-1.452, -2.039, 5.012], [-1.842, -1.199, 3.963], [-3.100, -1.383, 3.103], [-2.900, -0.933, 1.709], [-1.761, -0.915, 0.999], [-2.032, -0.814, -0.332], [-3.408, -0.787, -0.322], [-3.990, -0.920, 0.857], [-1.050, -0.103, 3.674], [0.496, 4.755, -2.220], [1.891, 3.991, -2.866], [1.453, 1.001, -2.045], [-2.498, 1.445, -3.316], [3.411, 5.108, -1.775], [4.914, 5.250, 0.141], [4.278, 4.131, 2.250], [0.596, 2.769, 0.455], [0.735, 0.089, 6.436], [-0.257, -2.167, 6.810], [-1.863, -3.020, 5.145], [-3.949, -0.818, 3.478], [-3.343, -2.436, 3.043], [-0.809, -1.049, 1.481], [-3.966, -0.652, -1.229], [-1.293, 0.621, 2.900]], "mulliken_spin": [2.546, 0.072, -0.002, 0.017, 0.001, 0.024, 0.004, 0.033, 0.095, -0.005, 0.006, 0.003, 0.002, 0.000, 0.000, -0.011, 0.013, 0.018, -0.007, 0.119, -0.002, 0.005, 0.211, 0.168, 0.017, 0.182, 0.102, 0.034, 0.189, 0.076, 0.145, 0.143, -0.005, 0.059, 0.194, -0.005, 0.200, 0.141, 0.023, 0.013, 0.015, 0.046, 0.021, 0.004, 0.043, 0.036, 0.012, -0.009, 0.001, -0.006, 0.006, -0.016, 0.002, -0.004, 0.006, -0.002, 0.018, 0.002, -0.003, 0.000, 0.010]}



# 4
{"formula": "C26H24AsCl3LiPSi", "method": "ωB97M-V/def2-TZVPD", "e_above_lowest_kcal_mol": 10.2, "spin_multiplicity": 1, "orbital_gap_ev": 8.0866, "energy_ev": -143132.449, "charge": 0, "elements": ["Li", "C", "P", "C", "C", "C", "C", "C", "C", "C", "H", "H", "H", "H", "H", "H", "H", "H", "H", "H", "H", "Cl", "Si", "Cl", "Cl", "C", "C", "C", "C", "C", "C", "As", "C", "C", "C", "C", "C", "C", "C", "C", "C", "C", "C", "C", "H", "H", "H", "H", "H", "H", "H", "H", "H", "H", "H", "H", "H"], "positions_angstrom": [[2.185, -0.801, 0.194], [2.452, -2.390, 3.933], [1.555, -1.568, 2.482], [0.061, -2.695, 2.500], [1.001, -0.055, 3.329], [-0.213, 0.103, 4.062], [-0.621, 1.401, 4.421], [0.112, 2.521, 4.019], [1.270, 2.340, 3.312], [1.729, 1.052, 2.999], [3.423, -1.995, 3.919], [2.541, -3.461, 3.773], [2.020, -2.139, 4.878], [-0.331, -2.758, 3.572], [0.344, -3.635, 2.164], [-0.700, -2.378, 1.686], [-0.745, -0.800, 4.417], [-1.497, 1.573, 5.007], [-0.239, 3.500, 4.369], [1.954, 3.080, 2.872], [2.579, 1.000, 2.318], [5.677, 0.616, -0.640], [3.816, 0.138, -1.483], [3.576, -2.177, -1.143], [4.474, 0.132, -3.452], [-4.863, -0.516, 0.541], [-4.437, -1.186, -0.601], [-3.139, -1.042, -1.062], [-2.191, -0.352, -0.317], [-2.571, 0.273, 0.902], [-3.907, 0.261, 1.216], [-0.318, -0.196, -0.821], [0.061, -0.973, -2.509], [0.271, -2.281, -2.747], [0.717, -2.648, -4.019], [0.942, -1.686, -4.973], [0.825, -0.362, -4.633], [0.354, 0.023, -3.436], [0.165, 1.415, -3.021], [0.358, 2.572, -3.782], [0.061, 3.800, -3.219], [-0.546, 3.843, -1.965], [-0.772, 2.738, -1.137], [-0.296, 1.554, -1.646], [-5.822, -0.778, 0.978], [-5.048, -1.831, -1.190], [-2.790, -1.573, -1.965], [-1.799, 0.691, 1.487], [-4.290, 0.795, 2.110], [0.064, -3.034, -1.999], [1.043, -3.649, -4.132], [1.406, -1.906, -5.955], [1.246, 0.419, -5.392], [0.862, 2.617, -4.739], [0.168, 4.754, -3.741], [-0.931, 4.781, -1.579], [-1.246, 2.872, -0.163]], "lowdin_charge": [0.210, -0.241, 0.868, -0.280, -0.431, -0.070, -0.083, -0.091, -0.079, -0.141, 0.008, 0.041, 0.036, 0.061, -0.006, 0.053, 0.102, 0.093, 0.112, 0.116, 0.095, 0.055, -0.513, -0.111, 0.097, -0.074, -0.091, -0.107, -0.382, -0.122, -0.094, 1.303, -0.391, -0.125, -0.070, -0.073, -0.059, -0.247, -0.164, -0.026, -0.080, -0.096, -0.090, -0.306, 0.105, 0.096, 0.109, 0.068, 0.113, 0.110, 0.097, 0.122, 0.153, 0.109, 0.109, 0.098, 0.106]}